Entry 1:
A molecular structure, C4H4O3. Source: the Open Molecules 2025 dataset; level of theory: ωB97M-V with the def2-TZVPD basis set.

```
! RIJCOSX wB97M-V def2-TZVPD def2/J DEFGRID3
* xyz 0 1
O -2.601 -0.917 -0.740
C -1.461 -0.751 -0.438
O -0.330 -1.418 -1.090
C 0.700 -1.054 -0.188
C 0.017 0.125 0.400
C 0.227 1.570 0.319
O 0.519 0.788 1.497
H 1.659 -0.729 -0.599
H 0.889 -1.829 0.571
H -0.684 2.151 0.447
H 1.066 2.065 -0.180
*
```

Properties
E_LUMO, eV: 0.8
Strongest force on any atom, hartree/bohr: 0.0497
E_HOMO, eV: -9.902
Electronic energy, a.u.: -380.41786
Frontier orbital gap, eV: 10.74
ΔE to the lowest compared entry with this formula, charge and spin, kJ/mol: 339.1

***

Entry 2:
2 unconnected molecules or ions with the total composition C9H13NO. Source: the Open Molecules 2025 dataset; level of theory: ωB97M-V with the def2-TZVPD basis set.

```
! RIJCOSX wB97M-V def2-TZVPD def2/J DEFGRID3
* xyz 0 3
C 0.039 0.757 2.339
C 0.174 -0.262 1.378
C 0.312 2.215 0.462
C -2.729 -0.557 -0.884
C -2.159 0.600 -1.125
C 0.091 2.058 1.830
C 0.582 0.009 0.141
C 2.573 -1.341 -0.757
C 1.058 -1.001 -0.891
N 0.576 1.196 -0.358
O 0.297 -2.219 -0.830
H -0.367 0.603 3.274
H 0.030 -1.256 1.543
H 0.291 3.216 0.063
H -2.723 -1.056 0.174
H -3.185 -1.088 -1.627
H -1.832 1.265 -0.362
H -2.172 1.022 -2.055
H -0.107 3.029 2.346
H 3.271 -0.917 -1.432
H 2.596 -2.483 -0.974
H 3.006 -1.279 0.173
H 0.975 -0.476 -1.881
H -0.597 -2.036 -0.547
*
```

Properties
E_LUMO (spin up / spin down), eV: 0.9 / -3.3
Strongest force on any atom, hartree/bohr: 0.1121
E_HOMO (spin up / spin down), eV: -5.471 / -9.532
Electronic energy, a.u.: -480.48208
Frontier orbital gap (spin up / spin down), eV: 6.41 / 6.21
ΔE to the lowest compared entry with this formula, charge and spin, kJ/mol: 168.8

***

Entry 3:
A molecular structure, C3H6As2F13O3Tl. Source: the Open Molecules 2025 dataset; level of theory: ωB97M-V with the def2-TZVPD basis set.

```
! RIJCOSX wB97M-V def2-TZVPD def2/J DEFGRID3
* xyz 0 1
Tl 0.704 -2.232 -1.959
As -0.348 -1.653 2.475
F -0.906 -3.288 2.655
F -1.967 -1.198 1.968
F 0.121 0.069 2.373
F 1.293 -2.208 2.826
F 0.074 -1.820 0.716
F -0.752 -1.364 4.185
As 3.350 0.378 -2.020
F 3.283 2.042 -1.448
F 2.212 -0.120 -0.739
F 3.398 -1.317 -2.577
F 4.303 0.837 -3.434
F 4.787 0.097 -1.110
F 1.867 0.516 -2.982
F -0.539 -4.122 -3.634
C -3.704 0.844 0.742
O -2.880 0.259 -0.265
C -1.617 0.539 -0.439
O -0.935 0.051 -1.314
O -1.168 1.483 0.452
C 0.086 2.065 0.129
H -4.719 0.473 0.626
H -3.789 1.916 0.555
H -3.342 0.632 1.747
H 0.867 1.829 0.864
H 0.009 3.088 0.532
H 0.313 2.204 -0.923
*
```

Properties
E_LUMO, eV: -9.1
Strongest force on any atom, hartree/bohr: 0.0735
E_HOMO, eV: -12.407
Electronic energy, a.u.: -6285.82449
Frontier orbital gap, eV: 3.28
ΔE to the lowest compared entry with this formula, charge and spin, kJ/mol: 0.0

***

Question: electronic energy of number 3 (C3H6As2F13O3Tl)?
Answer: -6285.82449 a.u.

***

Question: What is the strongest force on any atom in the second record?
Answer: 0.1121 hartree/bohr